Entry 1:
{"formula": "C2H4S", "method": "wB97M-V/def2-TZVPD", "elements": ["C", "C", "S", "H", "H", "H", "H"], "coordinates": [[0.412, -0.545, 0.265], [-0.440, 0.535, -0.185], [1.912, -0.669, 0.808], [-0.061, -1.821, 0.033], [0.012, 0.756, -1.165], [-0.227, 1.250, 0.610], [-1.608, 0.494, -0.366]], "mulliken_charge": [-0.094, -0.611, -0.214, 0.189, 0.221, 0.243, 0.267], "e_above_lowest_kcal_mol": 34.93, "orbital_gap_ev": 8.52, "e_homo_ev": -8.536, "e_tot_ev": -12971.8167, "lumo_energy_ha": -0.0007}


Entry 2:
{"formula": "C2H4S", "method": "wB97M-V/def2-TZVPD", "elements": ["C", "C", "S", "H", "H", "H", "H"], "coordinates": [[0.832, -0.159, -0.039], [-0.446, 0.477, 0.022], [2.365, 0.037, 0.039], [-0.375, -2.421, -0.396], [-1.121, 0.449, -0.910], [-0.155, 1.534, 0.494], [-1.100, 0.084, 0.791]], "mulliken_charge": [-0.009, -0.568, -0.250, -0.011, 0.281, 0.266, 0.291], "e_above_lowest_kcal_mol": 104.76, "orbital_gap_ev": [6.86, 9.98], "e_homo_ev": [-7.256, -9.978], "e_tot_ev": -12968.7887, "lumo_energy_ha": [-0.0145, 0.0001]}


Entry 3:
{"formula": "C2H4S3", "method": "wB97M-V/def2-TZVPD", "elements": ["C", "S", "C", "S", "S", "H", "H", "H", "H"], "coordinates": [[-1.627, 0.307, -0.110], [-0.090, 1.203, 0.128], [1.001, -0.093, 0.085], [0.674, -1.679, 0.040], [2.689, 0.458, -0.041], [-2.416, 1.155, -0.420], [-1.917, -0.050, 0.886], [-1.475, -0.520, -0.927], [3.160, -0.780, 0.359]], "mulliken_charge": [-0.816, -0.008, 0.253, -0.300, -0.185, 0.284, 0.313, 0.294, 0.166], "e_above_lowest_kcal_mol": 9.84, "smiles": "CSC(=S)S", "orbital_gap_ev": 8.56, "e_homo_ev": -8.715, "e_tot_ev": -34643.7993, "lumo_energy_ha": -0.0057}


Entry 4:
{"formula": "C2H4S3", "method": "wB97M-V/def2-TZVPD", "elements": ["C", "C", "S", "S", "S", "H", "H", "H", "H"], "coordinates": [[1.315, 0.353, 0.807], [-0.367, -0.118, 0.006], [1.012, 0.467, -0.991], [-0.832, -1.851, -0.266], [-1.791, 0.919, 0.378], [1.087, 1.306, 1.241], [1.732, -0.656, 0.947], [0.071, -1.958, -1.397], [-2.226, 1.539, -0.725]], "mulliken_charge": [-0.732, 0.051, -0.083, -0.122, -0.241, 0.432, 0.373, 0.193, 0.128], "multiplicity": 3, "s2": 2.01, "e_above_lowest_kcal_mol": 81.10, "orbital_gap_ev": [5.93, 6.35], "e_homo_ev": [-5.567, -9.056], "e_tot_ev": -34637.8330, "lumo_energy_ha": [0.0132, -0.0996]}


Entry 5:
{"formula": "C2H4Si", "method": "wB97M-V/def2-TZVPD", "elements": ["C", "C", "Si", "H", "H", "H", "H"], "coordinates": [[-0.252, 0.356, -1.954], [-0.021, 0.255, -0.769], [0.161, -0.061, 0.965], [-0.549, 0.391, -2.963], [-1.035, -0.693, 1.497], [0.636, 0.906, 1.960], [1.060, -1.154, 1.264]], "mulliken_charge": [0.342, -0.671, 0.292, 0.379, -0.113, -0.114, -0.115], "e_above_lowest_kcal_mol": 0.68, "smiles": "C#C[SiH3]", "orbital_gap_ev": 11.65, "e_homo_ev": -10.611, "e_tot_ev": -10013.8362, "lumo_energy_ha": 0.0383}


Entry 6:
{"formula": "C2H4Si", "method": "wB97M-V/def2-TZVPD", "elements": ["C", "C", "Si", "H", "H", "H", "H"], "coordinates": [[-1.492, -0.403, -0.097], [1.430, -0.461, -0.053], [-0.011, 0.566, 0.110], [-1.200, -1.348, 0.424], [1.691, -0.653, -1.152], [0.314, 1.888, -0.146], [0.754, -1.505, -0.040]], "mulliken_charge": [-0.360, -0.486, 0.433, 0.188, 0.253, -0.096, 0.068], "e_above_lowest_kcal_mol": 119.28, "orbital_gap_ev": [7.22, 7.33], "e_homo_ev": [-9.343, -9.429], "e_tot_ev": -10008.6935, "lumo_energy_ha": [-0.0779, -0.0771]}


Entry 7:
{"formula": "C2H5BF4ORb", "method": "wB97M-V/def2-TZVPD", "elements": ["Rb", "B", "F", "F", "F", "F", "C", "C", "O", "H", "H", "H", "H", "H"], "coordinates": [[-1.101, 4.022, 2.590], [4.316, 2.314, -0.753], [4.522, 1.030, -1.180], [3.013, 2.725, -1.052], [4.469, 2.404, 0.632], [5.220, 3.140, -1.394], [-3.148, -1.612, -0.184], [-2.006, -2.290, 0.521], [-1.306, -1.504, 1.511], [-3.648, -2.273, -0.891], [-2.802, -0.789, -0.810], [-3.886, -1.214, 0.512], [-1.324, -2.643, -0.252], [-2.319, -3.309, 0.750]], "mulliken_charge": [0.929, 0.627, -0.380, -0.426, -0.422, -0.400, -0.815, -0.397, -0.866, 0.306, 0.196, 0.235, 0.198, 0.216], "orbital_gap_ev": 2.40, "e_homo_ev": -2.635, "charge": -1, "e_tot_ev": -16408.7013, "lumo_energy_ha": -0.0088}


Entry 8:
{"formula": "C2H5BO", "method": "wB97M-V/def2-TZVPD", "elements": ["B", "C", "C", "O", "H", "H", "H", "H", "H"], "coordinates": [[1.222, -0.032, 0.268], [-1.260, -0.314, -0.081], [-0.105, 0.628, -0.107], [-2.343, -0.019, 0.403], [1.904, 0.732, 0.636], [1.137, -1.091, 0.605], [-1.122, -1.348, -0.533], [-0.534, 1.621, -0.158], [1.101, -0.177, -1.033]], "mulliken_charge": [-0.040, 0.065, -0.258, -0.452, -0.105, -0.062, 0.303, 0.346, 0.205], "e_above_lowest_kcal_mol": 109.39, "orbital_gap_ev": 9.07, "e_homo_ev": -10.392, "e_tot_ev": -4875.1940, "lumo_energy_ha": -0.0486}


Entry 9:
{"formula": "C2H5BO2", "method": "wB97M-V/def2-TZVPD", "elements": ["B", "C", "C", "O", "O", "H", "H", "H", "H", "H"], "coordinates": [[1.493, 0.651, 1.321], [0.746, -0.035, 0.013], [-1.299, -0.569, -1.121], [0.145, 0.851, 0.692], [0.056, -0.764, -0.807], [1.363, 0.010, 2.217], [2.280, 1.503, 1.044], [-1.832, -1.343, -0.620], [-1.347, -0.649, -2.229], [-1.605, 0.345, -0.511]], "mulliken_charge": [0.358, 0.395, -0.556, -0.496, -0.325, -0.099, -0.081, 0.260, 0.225, 0.318], "e_above_lowest_kcal_mol": 97.82, "orbital_gap_ev": 11.30, "e_homo_ev": -10.507, "e_tot_ev": -6924.1668, "lumo_energy_ha": 0.0290}


Entry 10:
{"formula": "C2H5Br3Si", "method": "wB97M-V/def2-TZVPD", "elements": ["C", "C", "Si", "Br", "Br", "Br", "H", "H", "H", "H", "H"], "coordinates": [[0.660, 0.448, -0.004], [0.847, -1.005, 0.339], [-1.140, 0.904, -0.453], [2.473, -1.896, 0.290], [0.032, -1.311, 2.060], [-0.399, -2.104, -1.085], [1.423, 0.848, -0.705], [0.773, 1.100, 0.905], [-1.295, 2.269, 0.098], [-1.998, -0.085, 0.445], [-1.375, 0.832, -1.890]], "mulliken_charge": [-0.732, -0.164, 0.516, 0.037, 0.021, -0.119, 0.417, 0.338, -0.148, -0.066, -0.099], "e_above_lowest_kcal_mol": 100.24, "orbital_gap_ev": 9.54, "e_homo_ev": -10.078, "e_tot_ev": -220158.7228, "lumo_energy_ha": -0.0196}


Entry 11:
{"formula": "C2H5BrN", "method": "wB97M-V/def2-TZVPD", "elements": ["C", "C", "N", "Br", "H", "H", "H", "H", "H"], "coordinates": [[0.416, -0.686, -0.541], [0.298, 0.723, -0.138], [-0.508, -0.341, 0.548], [-1.024, 1.834, -1.076], [0.010, -1.034, -1.369], [1.381, -1.126, -0.297], [1.254, 1.562, 0.814], [-1.540, -0.422, 0.520], [-0.288, -0.510, 1.539]], "mulliken_charge": [-0.268, -0.093, -0.247, -0.010, 0.334, 0.248, 0.412, 0.324, 0.300], "e_above_lowest_kcal_mol": 46.08, "orbital_gap_ev": 10.59, "e_homo_ev": -15.311, "charge": 1, "e_tot_ev": -73676.8310, "lumo_energy_ha": -0.1736}


Entry 12:
{"formula": "C2H5BrN2", "method": "wB97M-V/def2-TZVPD", "elements": ["C", "C", "N", "N", "Br", "H", "H", "H", "H", "H"], "coordinates": [[-0.191, -1.521, -0.104], [0.212, -0.313, 0.693], [-0.244, 2.333, -0.632], [-1.148, 1.855, -0.108], [1.786, 0.549, 0.150], [-0.722, -2.139, 0.519], [-0.669, -1.317, -1.041], [0.743, -2.057, -0.189], [0.180, -0.632, 1.766], [0.052, 3.241, -1.055]], "mulliken_charge": [-0.979, -0.165, 0.083, -0.254, -0.124, 0.350, 0.249, 0.329, 0.286, 0.227], "e_above_lowest_kcal_mol": 29.59, "orbital_gap_ev": [8.66, 7.79], "e_homo_ev": [-8.002, -7.510], "e_tot_ev": -75173.2784, "lumo_energy_ha": [0.0242, 0.0104]}


Entry 13:
{"formula": "C2H5BrN2O2", "method": "wB97M-V/def2-TZVPD", "elements": ["C", "C", "N", "N", "O", "O", "Br", "H", "H", "H", "H", "H"], "coordinates": [[-1.271, 1.754, 0.272], [0.734, -0.175, 0.097], [0.352, -0.434, 1.224], [0.282, -0.308, -1.227], [-1.003, 1.879, -0.957], [-0.439, 2.547, 1.110], [2.513, 0.490, 0.132], [-0.654, 2.373, 2.138], [-0.557, -0.907, 1.469], [-0.676, -0.514, -1.385], [-0.280, 2.408, -1.226], [0.672, 0.144, -2.022]], "mulliken_charge": [-0.197, 0.451, -0.495, -0.461, -0.131, -0.389, -0.205, 0.392, 0.276, 0.246, 0.293, 0.218], "e_above_lowest_kcal_mol": 91.26, "orbital_gap_ev": 9.71, "e_homo_ev": -9.123, "e_tot_ev": -79269.7564, "lumo_energy_ha": 0.0214}


Entry 14:
{"formula": "C2H5BrS", "method": "wB97M-V/def2-TZVPD", "elements": ["C", "C", "S", "Br", "H", "H", "H", "H", "H"], "coordinates": [[0.559, -0.705, 0.196], [-0.521, 0.113, -0.393], [-0.269, 1.916, -0.139], [-2.318, -0.294, 0.124], [0.930, -0.213, 1.156], [0.265, -1.825, 0.302], [1.453, -1.016, -0.463], [-0.436, 0.205, -1.951], [0.338, 1.818, 1.168]], "mulliken_charge": [-0.836, -0.123, -0.138, -0.075, 0.204, 0.299, 0.250, 0.297, 0.121], "e_above_lowest_kcal_mol": 49.52, "orbital_gap_ev": 9.62, "e_homo_ev": -9.174, "e_tot_ev": -83030.2636, "lumo_energy_ha": 0.0163}


Entry 15:
{"formula": "C2H5CdO2", "method": "wB97M-V/def2-TZVPD", "elements": ["C", "C", "O", "Cd", "H", "H", "H", "H", "O", "H"], "coordinates": [[-0.142, 1.023, 3.106], [-0.103, 2.312, 2.294], [0.648, 2.140, 1.142], [0.351, 0.636, 0.040], [0.861, 0.820, 3.516], [-0.896, 1.067, 3.904], [0.334, 3.099, 2.940], [-1.148, 2.628, 2.094], [-0.475, -0.033, 2.194], [-0.016, -0.831, 2.475]], "mulliken_charge": [-0.265, -0.220, -0.835, 0.457, 0.297, 0.250, 0.278, 0.247, -0.528, 0.319], "multiplicity": 2, "s2": 0.75, "orbital_gap_ev": [8.01, 8.43], "e_homo_ev": [-7.290, -9.248], "e_tot_ev": -10811.9240, "lumo_energy_ha": [0.0265, -0.0299]}


Entry 16:
{"formula": "C2H5Cl2P", "method": "wB97M-V/def2-TZVPD", "elements": ["C", "P", "C", "Cl", "H", "H", "H", "H", "Cl", "H"], "coordinates": [[0.269, -0.918, -0.547], [-1.358, -1.054, -0.355], [-1.970, 0.719, -0.027], [-0.786, 2.092, 0.239], [0.755, -0.021, -0.217], [1.007, -1.697, -0.588], [-2.493, 1.002, -0.885], [-2.593, 0.658, 0.820], [3.593, 0.107, 0.401], [3.576, -0.888, 1.159]], "mulliken_charge": [-0.243, -0.020, -0.533, -0.206, 0.083, 0.291, 0.312, 0.336, -0.255, 0.236], "e_above_lowest_kcal_mol": 32.41, "smiles": "C=PCCl.Cl", "orbital_gap_ev": 10.02, "e_homo_ev": -9.794, "e_tot_ev": -36487.3569, "lumo_energy_ha": 0.0085}


Entry 17:
{"formula": "C2H5Cl3P2", "method": "wB97M-V/def2-TZVPD", "elements": ["C", "C", "P", "P", "Cl", "Cl", "Cl", "H", "H", "H", "H", "H"], "coordinates": [[-1.681, -0.638, 0.956], [-0.536, 0.303, -2.079], [-0.245, -1.699, 0.961], [0.735, 1.606, -1.800], [-2.965, -1.557, 0.291], [-1.880, 1.179, -2.832], [-0.134, -1.163, -2.830], [-1.856, -0.094, 1.833], [-0.086, -1.825, -0.455], [0.713, -0.746, 0.995], [-0.039, 2.266, -0.884], [1.568, 0.837, -1.107]], "mulliken_charge": [-0.248, 0.178, 0.012, 0.029, -0.142, -0.177, -0.115, 0.400, -0.004, -0.008, 0.049, 0.025], "e_above_lowest_kcal_mol": 76.03, "orbital_gap_ev": [7.81, 7.29], "e_homo_ev": [-8.344, -8.175], "e_tot_ev": -58295.1246, "lumo_energy_ha": [-0.0198, -0.0325]}


Entry 18:
{"formula": "C2H5Cl4HgO", "method": "wB97M-V/def2-TZVPD", "elements": ["Hg", "C", "O", "H", "H", "H", "Cl", "Cl", "C", "Cl", "Cl", "H", "H"], "coordinates": [[-1.134, -0.320, -1.027], [-2.112, -0.573, 2.163], [-1.595, -0.023, 1.002], [-1.319, -0.583, 2.930], [-2.926, 0.022, 2.604], [-2.449, -1.604, 1.990], [-0.374, 1.916, -2.145], [-1.530, -1.474, -3.272], [2.662, 0.627, -0.968], [1.570, -0.724, -0.744], [3.986, 0.518, 0.222], [3.088, 0.659, -1.964], [2.132, 1.558, -0.792]], "mulliken_charge": [1.082, -0.563, -0.787, 0.185, 0.187, 0.201, -0.698, -0.615, -0.217, -0.129, -0.200, 0.309, 0.245], "e_above_lowest_kcal_mol": 0.00, "orbital_gap_ev": 8.42, "e_homo_ev": -5.558, "charge": -1, "e_tot_ev": -58469.5561, "lumo_energy_ha": 0.1053}


Entry 19:
{"formula": "C2H5Cl4OPSi", "method": "wB97M-V/def2-TZVPD", "elements": ["O", "P", "Cl", "Cl", "C", "Si", "C", "Cl", "Cl", "H", "H", "H", "H", "H"], "coordinates": [[-2.240, -1.675, 1.286], [-1.385, -0.704, 1.891], [-2.306, 1.076, 1.986], [-1.076, -1.147, 3.770], [0.211, -0.296, 1.230], [0.099, 0.379, -0.686], [-1.098, -0.855, -1.507], [-1.280, -0.322, -3.279], [-0.486, -2.537, -1.437], [0.670, 0.612, 1.646], [0.998, -1.157, 1.396], [1.561, 0.461, -1.010], [-0.638, 1.590, -0.569], [-2.094, -1.066, -1.188]], "mulliken_charge": [-0.550, 0.878, -0.225, -0.216, -0.743, 0.448, -0.141, -0.205, -0.135, 0.330, 0.363, -0.086, -0.084, 0.365], "e_above_lowest_kcal_mol": 0.00, "smiles": "O=P(Cl)(Cl)C[SiH2]C(Cl)Cl", "orbital_gap_ev": 11.11, "e_homo_ev": -10.703, "e_tot_ev": -71460.6260, "lumo_energy_ha": 0.0151}


Entry 20:
{"formula": "C2H5ClFOPS", "method": "wB97M-V/def2-TZVPD", "elements": ["C", "C", "O", "F", "P", "S", "Cl", "H", "H", "H", "H", "H"], "coordinates": [[0.669, 1.241, 0.410], [-2.201, -1.222, -0.181], [1.967, 0.934, 0.214], [-2.367, 0.025, -0.576], [2.658, 0.302, -1.085], [-0.432, -1.769, -0.167], [4.298, -0.130, -0.148], [0.028, 0.201, 0.582], [0.218, 1.723, -0.561], [0.500, 2.010, 1.271], [-2.478, -1.339, 0.988], [-2.859, -1.977, -0.747]], "mulliken_charge": [-0.218, -0.177, -0.116, -0.214, 0.155, -0.143, -0.154, -0.117, 0.240, 0.247, 0.228, 0.269], "e_above_lowest_kcal_mol": 88.58, "orbital_gap_ev": [9.09, 4.98], "e_homo_ev": [-9.571, -7.347], "e_tot_ev": -39563.4929, "lumo_energy_ha": [-0.0176, -0.0870]}